Entry from OMol25: one molecule with the formula C3H2ClFOS in a non-equilibrium geometry (wB97M-V/def2-TZVPD).

Output
SMILES: OC(=S)/C(Cl)=C\F
Orbital gap: 8.301 eV
Lowest unoccupied orbital energy: -0.945 eV
Total charge: 0

Element x y z (Å)
C  -0.922  -0.279  0.363
C  0.537  -0.424  0.311
C  1.286  0.386  -0.358
H  -2.259  0.924  -0.388
H  2.331  0.314  -0.286
O  -1.232  0.623  -0.593
F  0.985  1.063  -1.447
S  -2.173  -1.269  0.995
Cl  1.445  -1.339  1.403